Here is a gas-phase ion, C16H16NO3S2 (charge -1) in a non-equilibrium geometry from OMol25. Energies are from ωB97M-V/def2-TZVPD.

Properties
E_LUMO: 2.94 eV
Spin multiplicity: 1
Net charge: -1
HOMO energy: -4.05 eV

Last column: Mulliken charge in e.
Geometry (Å):
C: -3.97 -1.59 1.97  -1.1905
C: -3.42 -0.29 1.48  0.8609
O: -4.08 0.69 1.19  -0.5732
S: -1.67 -0.32 1.32  -0.2633
C: -1.58 0.80 -0.15  -0.2214
N: -0.16 0.77 -0.26  -0.4906
S: 0.68 2.07 0.28  1.1967
O: 0.23 2.48 1.59  -0.7030
O: 0.88 3.06 -0.75  -0.7664
C: 2.26 1.27 0.50  -0.0726
C: 2.44 0.51 1.66  -0.3979
C: 3.69 -0.06 1.90  -0.7022
C: 4.76 0.15 1.02  0.9936
C: 6.09 -0.45 1.33  -1.3292
C: 4.55 0.92 -0.13  -0.5914
C: 3.31 1.50 -0.39  -0.4385
C: -2.24 0.10 -1.29  0.2274
C: -3.48 0.52 -1.78  -0.2283
C: -4.16 -0.29 -2.68  -0.5490
C: -3.59 -1.50 -3.10  -0.4254
C: -2.30 -1.84 -2.70  -0.5430
C: -1.59 -1.02 -1.82  -0.4070
H: -5.05 -1.49 2.16  0.3368
H: -3.83 -2.35 1.18  0.2392
H: -3.48 -1.90 2.90  0.3394
H: -2.04 1.77 0.13  0.5609
H: 1.62 0.38 2.36  0.3718
H: 3.84 -0.66 2.79  0.3176
H: 6.81 -0.22 0.53  0.3395
H: 6.49 -0.07 2.28  0.2939
H: 6.01 -1.54 1.43  0.3077
H: 5.38 1.08 -0.83  0.2484
H: 3.15 2.12 -1.27  0.4243
H: -3.87 1.47 -1.40  0.3589
H: -5.12 0.04 -3.05  0.3545
H: -4.17 -2.14 -3.76  0.3608
H: -1.83 -2.75 -3.09  0.3553
H: -0.55 -1.20 -1.53  0.4052


Here is 3 unconnected molecules or ions with the total composition C27H33BrN4O8S2 in a non-equilibrium geometry from OMol25. Energies are from ωB97M-V/def2-TZVPD.

Properties
E_LUMO: -1.82 eV
Spin multiplicity: 1
Energy relative to the best compared isomer or geometry (same formula, charge and spin): 2401.8 kJ/mol
HOMO energy: -8.20 eV

Last column: Mulliken charge in e.
Geometry (Å):
C: -0.25 -1.54 6.12  -0.7069
C: -0.03 0.09 5.97  -0.4802
C: 0.97 0.43 4.67  0.0290
O: 0.53 1.73 4.16  -0.4684
C: 0.89 1.94 2.75  0.0414
C: 2.38 2.53 2.27  0.5265
C: 3.56 2.88 3.35  -0.9836
C: 4.56 1.62 3.72  -0.3566
S: 5.30 0.74 2.24  0.0143
C: 6.98 0.06 2.81  0.2694
N: 8.36 0.25 2.21  -0.2265
N: 9.21 -0.45 3.09  -0.2483
C: 8.40 -1.06 4.24  -0.0122
O: 6.96 -0.74 4.05  -0.2081
C: 2.75 2.80 0.67  -0.3512
Br: 4.54 3.56 0.06  -0.1070
C: 1.66 2.50 -0.54  0.5040
N: 1.87 2.74 -2.05  -0.5732
S: 0.35 2.23 -2.75  0.2062
N: -0.56 1.71 -1.31  -0.3897
C: 0.23 1.89 -0.03  0.2092
C: -0.22 1.58 1.55  0.3240
C: -1.73 0.95 1.90  -0.4361
C: -1.77 -0.50 1.06  0.2492
C: -2.58 -0.66 -0.36  -0.3114
C: -2.65 -2.00 -1.30  -0.4599
C: -1.85 -3.34 -0.79  0.5257
C: -1.90 -4.66 -1.77  -0.7117
C: -1.06 -3.25 0.66  -0.5763
C: -0.99 -1.87 1.60  -0.1096
H: -0.26 -1.97 5.02  0.1598
H: -1.28 -1.77 6.65  0.2916
H: 0.66 -1.93 6.77  0.2513
H: -1.05 0.63 5.73  0.2627
H: 0.38 0.61 6.95  0.3213
H: 2.05 0.52 5.15  0.0360
H: 0.93 -0.45 3.89  0.1561
H: 4.20 3.79 2.97  0.4240
H: 3.04 3.21 4.37  0.2980
H: 4.08 0.81 4.41  0.1680
H: 5.47 2.09 4.33  0.3805
H: 8.78 -1.68 5.16  0.3142
H: -1.87 0.73 3.04  0.1075
H: -2.59 1.61 1.43  0.3634
H: -3.15 0.30 -0.76  0.1569
H: -3.25 -2.01 -2.32  0.2198
H: -1.58 -5.66 -1.22  0.2950
H: -1.19 -4.55 -2.72  0.2389
H: -3.00 -4.73 -2.22  0.0729
H: -0.50 -4.24 1.00  0.2058
H: -0.41 -1.87 2.63  0.0844
C: -7.50 -8.38 -3.38  -0.6139
O: -6.32 -7.59 -3.39  -0.2949
C: -6.39 -6.49 -4.18  0.7297
O: -7.36 -6.15 -4.84  -0.5429
O: -5.21 -5.83 -4.10  -0.2441
C: -5.14 -4.64 -4.88  -0.6922
H: -7.33 -9.24 -2.72  0.2196
H: -8.35 -7.81 -2.98  0.2861
H: -7.73 -8.76 -4.38  0.2874
H: -5.89 -3.92 -4.55  0.3322
H: -5.27 -4.87 -5.95  0.3237
H: -4.15 -4.20 -4.74  0.2085
C: 0.10 8.06 -6.61  -0.6111
O: -0.04 7.13 -5.54  -0.3069
C: 1.11 6.86 -4.87  0.7303
O: 2.21 7.34 -5.12  -0.5395
O: 0.83 5.97 -3.88  -0.2501
C: 1.96 5.60 -3.10  -0.5588
H: -0.88 8.19 -7.07  0.2191
H: 0.45 9.03 -6.24  0.2864
H: 0.79 7.67 -7.37  0.2846
H: 2.38 6.47 -2.58  0.3328
H: 2.72 5.11 -3.71  0.3101
H: 1.62 4.88 -2.34  0.1140


Here is 3 unconnected molecules or ions with the total composition C36H53Cl2F3N3O7P in a non-equilibrium geometry from OMol25. Energies are from ωB97M-V/def2-TZVPD.

Properties
E_LUMO: -0.94 eV
Spin multiplicity: 1
HOMO energy: -8.97 eV

Last column: Mulliken charge in e.
Geometry (Å):
C: -7.39 2.49 -3.99  -0.5069
C: -7.71 3.08 -5.51  -0.5068
C: -6.73 2.40 -6.66  -0.7671
C: -5.15 2.34 -6.21  -0.1192
C: -4.66 0.84 -5.66  -0.5576
C: -4.10 1.00 -4.09  -0.5621
C: -2.65 0.32 -3.83  -0.2533
C: -1.35 1.34 -3.66  0.8541
P: -1.78 2.61 -4.99  0.1331
O: -0.46 3.37 -5.81  -0.4343
Cl: -2.58 4.34 -3.91  -0.2431
C: -1.66 1.90 -2.14  -0.6507
O: -2.76 2.22 -1.47  -0.6743
N: -0.39 1.94 -1.39  0.3877
C: 0.43 0.73 -1.76  -0.9613
C: 1.98 0.60 -1.21  -0.6154
C: 2.54 1.88 -0.37  -0.6310
C: 3.10 1.52 1.15  -0.1727
C: 3.99 2.86 1.60  -1.0550
C: -0.30 -0.41 -0.81  -0.3321
C: -0.29 -0.11 0.79  0.4505
C: 0.57 -1.23 1.68  -0.9004
O: -1.67 -0.15 1.39  -0.6155
C: 0.16 0.68 -3.42  1.7635
C: 1.41 1.35 -4.31  -0.9224
C: 2.09 2.71 -3.83  -1.0635
C: 1.26 3.93 -3.20  0.2351
Cl: 1.69 5.55 -4.04  -0.2259
C: 0.51 -0.85 -3.85  -1.0721
C: -0.45 -2.09 -3.62  -0.8884
C: -0.96 -2.90 -5.00  0.6607
F: 0.22 -3.79 -5.34  -0.3001
F: -1.14 -2.02 -6.17  -0.2302
F: -2.09 -3.80 -4.69  -0.2619
H: -6.89 1.44 -4.11  0.0097
H: -6.71 3.25 -3.40  0.1741
H: -8.39 2.32 -3.40  0.3343
H: -7.60 4.25 -5.49  0.2514
H: -8.83 2.78 -5.77  0.3092
H: -7.13 1.36 -7.05  0.3045
H: -6.77 3.13 -7.59  0.2698
H: -4.98 3.19 -5.41  0.0717
H: -4.52 2.67 -7.17  0.3350
H: -5.57 0.10 -5.74  0.3777
H: -3.77 0.52 -6.39  0.2004
H: -4.88 0.33 -3.48  0.3852
H: -4.26 2.08 -3.66  0.2510
H: -2.73 -0.24 -2.78  0.0101
H: -2.50 -0.51 -4.64  -0.0608
H: -0.30 2.98 -6.73  0.3337
H: -0.31 2.37 -0.45  0.5082
H: 2.15 -0.34 -0.50  0.5016
H: 2.77 0.41 -2.09  0.4972
H: 3.50 2.31 -0.95  0.3084
H: 1.81 2.78 -0.24  0.1088
H: 2.16 1.41 1.84  0.1115
H: 3.76 0.55 1.11  0.2867
H: 4.60 2.67 2.59  0.3226
H: 3.25 3.77 1.78  0.2617
H: 4.67 3.18 0.69  0.2918
H: 0.32 -1.42 -0.99  0.4303
H: -1.40 -0.67 -1.12  -0.2183
H: 0.16 0.93 1.11  -0.0112
H: 0.53 -2.31 1.22  0.2801
H: 1.68 -0.85 1.65  0.0912
H: 0.21 -1.17 2.79  0.2780
H: -2.02 -1.08 1.22  0.3832
H: 2.33 0.58 -4.37  0.3810
H: 1.00 1.31 -5.43  0.4403
H: 2.97 2.44 -3.06  0.2218
H: 2.68 3.16 -4.77  0.5357
H: 0.09 3.83 -3.16  -0.1975
H: 1.60 4.07 -2.07  0.2144
H: 0.79 -0.82 -5.01  0.4799
H: 1.55 -1.12 -3.33  0.2311
H: -1.41 -1.96 -2.94  0.2323
H: 0.16 -2.95 -3.05  0.5032
O: 0.46 -4.26 3.44  -0.5721
N: 1.11 -3.94 4.44  1.0050
O: 2.33 -3.74 4.46  -0.5942
C: 0.38 -3.78 5.71  0.0328
C: -1.00 -4.03 5.75  -0.2998
C: -1.69 -3.91 6.96  -0.4676
C: -1.00 -3.53 8.11  -0.3882
C: 0.37 -3.27 8.07  -0.4394
C: 1.07 -3.40 6.87  -0.3738
H: -1.55 -4.32 4.85  0.4266
H: -2.76 -4.10 7.00  0.3683
H: -1.54 -3.44 9.06  0.3692
H: 0.90 -2.98 8.97  0.3850
H: 2.14 -3.20 6.85  0.5571
O: 5.02 -0.36 11.04  -0.5794
N: 4.75 -0.64 9.86  0.9708
O: 3.88 -0.08 9.18  -0.5853
C: 5.51 -1.73 9.24  0.0242
C: 6.48 -2.42 9.98  -0.3155
C: 7.18 -3.47 9.39  -0.4029
C: 6.92 -3.82 8.06  -0.3940
C: 5.97 -3.13 7.32  -0.4735
C: 5.26 -2.08 7.90  -0.2982
H: 6.69 -2.16 11.02  0.4321
H: 7.92 -4.02 9.96  0.3654
H: 7.47 -4.65 7.60  0.3651
H: 5.78 -3.40 6.28  0.4104
H: 4.52 -1.54 7.31  0.4795


Here is a single C29H39F2NO4S molecule in a non-equilibrium geometry from OMol25. Energies are from ωB97M-V/def2-TZVPD.

Properties
E_LUMO: -1.85 eV
Spin multiplicity: 1
Energy relative to the best compared isomer or geometry (same formula, charge and spin): 989.3 kJ/mol
HOMO energy: -8.50 eV

Last column: Mulliken charge in e.
Geometry (Å):
C: 6.84 -1.56 -0.09  -0.7819
C: 6.92 -0.35 0.97  -0.4300
C: 6.15 0.94 0.41  -0.8096
C: 4.60 0.63 -0.02  -0.2370
C: 3.82 -0.27 1.06  -0.9805
C: 2.25 -0.06 0.84  0.6579
C: 1.66 1.30 1.41  -0.6892
C: 0.16 1.67 1.29  0.0980
C: -0.30 3.07 1.94  -1.0029
C: -0.57 2.78 3.52  -0.6334
C: -0.81 1.20 3.86  -0.0393
C: -1.37 0.99 5.38  -0.4159
C: -0.98 -0.55 5.75  -1.0381
C: -0.77 0.66 0.55  0.6378
C: -0.24 -0.70 -0.08  0.0388
C: 1.29 -1.06 0.10  -0.0620
C: 1.93 -2.41 -0.45  -1.0518
S: 2.73 -2.06 -2.09  -0.1049
C: 1.88 -2.96 -3.47  -0.3802
C: 1.25 -1.80 -4.45  -0.7224
C: -1.27 -1.65 -0.86  0.8017
O: -1.03 -2.83 -1.24  -0.6134
C: -2.75 -1.09 -1.25  -0.7436
N: -3.70 -1.78 -2.15  0.7909
C: -3.22 -1.94 -3.53  0.6042
O: -4.03 -1.64 -4.46  -0.4865
F: -1.96 -2.44 -3.95  -0.1634
C: -4.31 -2.99 -1.59  0.5751
O: -5.57 -3.06 -1.62  -0.4822
F: -3.63 -4.11 -1.04  -0.1890
C: -3.23 0.13 -0.65  0.3595
C: -4.71 0.70 -0.97  -1.0923
C: -4.67 2.03 -1.90  0.4906
C: -6.18 2.60 -2.13  -1.3148
C: -4.07 1.73 -3.37  -0.9968
C: -2.34 0.95 0.40  0.0743
O: -2.97 1.81 1.11  -0.6502
H: 6.60 -1.13 -1.13  0.1944
H: 7.86 -2.07 -0.17  0.3301
H: 6.04 -2.32 0.27  0.1813
H: 6.58 -0.69 2.01  0.2405
H: 8.03 -0.05 1.07  0.3623
H: 6.69 1.36 -0.53  0.3276
H: 6.22 1.77 1.20  0.3083
H: 4.08 1.67 0.02  0.2546
H: 4.51 0.27 -1.10  0.2359
H: 4.17 -1.36 1.12  0.2196
H: 4.06 0.19 2.10  0.3936
H: 2.37 2.03 1.94  0.2862
H: 0.63 3.75 1.91  0.4158
H: -1.18 3.57 1.41  0.2676
H: 0.39 3.06 4.12  0.3199
H: -1.42 3.40 3.96  0.3151
H: -1.62 0.74 3.18  -0.0586
H: 0.18 0.59 3.83  0.1557
H: -2.50 1.12 5.42  0.3002
H: -0.78 1.69 6.06  0.3014
H: 0.14 -0.76 5.62  0.2712
H: -1.55 -1.30 5.07  0.2486
H: -1.28 -0.82 6.84  0.3384
H: 1.24 -3.32 -0.43  0.5107
H: 2.80 -2.67 0.28  0.3346
H: 1.09 -3.69 -3.09  0.2138
H: 2.69 -3.52 -4.07  0.3347
H: 0.25 -1.51 -3.97  0.0456
H: 1.19 -2.12 -5.54  0.3121
H: 1.94 -0.88 -4.29  0.3102
H: -5.15 1.06 0.04  0.3456
H: -5.43 -0.10 -1.35  0.3751
H: -4.09 2.90 -1.41  0.2217
H: -6.90 1.79 -2.52  0.2906
H: -6.19 3.45 -2.90  0.3685
H: -6.63 3.02 -1.16  0.3308
H: -4.52 0.73 -3.71  0.1135
H: -2.92 1.69 -3.26  0.2278
H: -4.38 2.57 -4.10  0.4373